[1]
Formula: FHNP
Source: the Open Molecules 2025 dataset
Level of theory: ωB97M-V/def2-TZVPD

```
4
Properties=species:S:1:pos:R:3:forces:R:3:lowdin_charge:R:1
H -0.187141 1.003670 -1.457827 -0.94 -1.11 1.69 -0.0865
P -0.758240 -0.075251 -0.474298 0.49 0.95 -1.70 0.7599
N 0.449424 0.092254 0.538911 0.91 -0.08 -0.33 -0.4280
F 0.495957 -1.020673 1.393215 -0.46 0.23 0.34 -0.2453
```
Positions in Å, forces in eV/Å.

Computed properties:
HOMO   -0.3819 Eh
Largest force on an atom   2.23 eV/A
Structure (SMILES)   [H]/P=N/F
Energy relative to the best compared isomer or geometry (same formula, charge and spin)   323.6 kJ/mol
Frontier orbital gap   9.44 eV
Net charge   0



[2]
Formula: FHO2S
Source: the Open Molecules 2025 dataset
Level of theory: ωB97M-V/def2-TZVPD

```
5
Properties=species:S:1:pos:R:3:forces:R:3:lowdin_charge:R:1
O -0.976853 -0.759832 -0.763418 0.92 -1.52 0.34 -0.1536
O -0.049494 -1.145014 0.211945 -1.55 -1.56 -1.90 -0.5409
F -0.691901 1.037145 0.664359 1.77 0.64 1.34 -0.4737
S 0.875448 -0.002396 0.556162 -1.58 4.19 -1.45 1.0848
H 0.842800 0.870098 -0.669046 0.44 -1.76 1.66 0.0835
```
Positions in Å, forces in eV/Å.

Computed properties:
HOMO (spin up / spin down)   -0.3945 / -0.3384 Eh
Largest force on an atom   4.71 eV/A
Energy relative to the best compared isomer or geometry (same formula, charge and spin)   686.7 kJ/mol
Frontier orbital gap (spin up / spin down)   8.95 / 7.05 eV
Net charge   0



[3]
Formula: FHO4
Source: the Open Molecules 2025 dataset
Level of theory: ωB97M-V/def2-TZVPD

```
6
Properties=species:S:1:pos:R:3:forces:R:3:lowdin_charge:R:1
O 1.498046 0.727463 -0.512738 -1.24 -1.03 -2.28 0.0084
O 1.041697 -0.535694 -0.406401 1.22 0.59 -0.30 -0.0530
O -0.481436 -0.356732 0.821286 -1.71 -0.76 -0.21 0.0439
O -1.429697 0.096830 0.213696 0.13 1.25 0.22 0.0203
F -2.385909 -0.894887 -0.465027 0.60 -0.46 0.42 -0.0958
H 1.757301 0.963018 0.349183 0.99 0.41 2.14 0.0762
```
Positions in Å, forces in eV/Å.

Computed properties:
HOMO (spin up / spin down)   -0.4215 / -0.4063 Eh
Largest force on an atom   2.79 eV/A
Energy relative to the best compared isomer or geometry (same formula, charge and spin)   46.0 kJ/mol
Frontier orbital gap (spin up / spin down)   10.00 / 9.88 eV
Net charge   0



[4]
Formula: FI2PS
Source: the Open Molecules 2025 dataset
Level of theory: ωB97M-V/def2-TZVPD

```
5
Properties=species:S:1:pos:R:3:forces:R:3:lowdin_charge:R:1
F 1.294506 -0.637455 -1.336939 -1.60 0.51 1.05 -0.6237
P -1.015416 0.052153 0.484766 0.52 -0.07 -0.75 -0.4893
S -0.129598 -0.066648 2.136881 -0.08 0.19 -0.35 0.2096
I -2.240843 -1.900499 -0.237979 0.38 0.76 -0.05 0.4885
I -2.179006 2.216056 -0.081356 0.78 -1.39 0.10 0.4149
```
Positions in Å, forces in eV/Å.

Computed properties:
HOMO (spin up / spin down)   -0.3437 / -0.3442 Eh
Largest force on an atom   1.98 eV/A
Energy relative to the best compared isomer or geometry (same formula, charge and spin)   463.7 kJ/mol
Frontier orbital gap (spin up / spin down)   5.45 / 5.46 eV
Net charge   0



[5]
Formula: FI2PS
Source: the Open Molecules 2025 dataset
Level of theory: ωB97M-V/def2-TZVPD

```
5
Properties=species:S:1:pos:R:3:forces:R:3:lowdin_charge:R:1
F -0.952252 0.838834 -0.358876 -0.11 -0.17 0.08 -0.5354
P 1.108918 -0.419692 1.042239 2.17 0.61 -0.64 0.0164
S -0.127970 -0.560622 -0.512742 -0.76 0.39 -0.76 0.2831
I 2.055806 -2.478503 -0.069220 -0.14 0.59 0.62 0.3402
I 3.020488 1.756962 -0.010655 -1.17 -1.43 0.71 -0.1044
```
Positions in Å, forces in eV/Å.

Computed properties:
HOMO (spin up / spin down)   -0.3362 / -0.3361 Eh
Largest force on an atom   2.35 eV/A
Energy relative to the best compared isomer or geometry (same formula, charge and spin)   259.9 kJ/mol
Frontier orbital gap (spin up / spin down)   6.89 / 6.88 eV
Net charge   0



[6]
Formula: FNO3Rb
Source: the Open Molecules 2025 dataset
Level of theory: ωB97M-V/def2-TZVPD

```
6
Properties=species:S:1:pos:R:3:forces:R:3:lowdin_charge:R:1
Rb -1.861220 0.739347 1.412425 0.76 0.17 0.20 0.9990
N 0.304720 -0.691113 -0.982265 -1.30 1.65 0.04 -0.6744
O 0.932790 0.158787 -0.374715 1.70 2.34 3.31 0.1200
O -0.791310 -1.019323 -0.602135 -1.96 -1.32 1.10 -0.0506
O 0.774640 -0.937333 -2.023005 1.44 -2.44 -4.11 0.1590
F 0.640380 1.749637 2.569695 -0.64 -0.40 -0.54 -0.5529
```
Positions in Å, forces in eV/Å.

Computed properties:
HOMO (spin up / spin down)   -0.4090 / -0.3037 Eh
Largest force on an atom   4.99 eV/A
<S²>   0.7601
Frontier orbital gap (spin up / spin down)   10.35 / 4.09 eV
Net charge   0
Spin multiplicity   2



[7]
Formula: FNO3S
Source: the Open Molecules 2025 dataset
Level of theory: ωB97M-V/def2-TZVPD

```
6
Properties=species:S:1:pos:R:3:forces:R:3:lowdin_charge:R:1
N -1.373301 0.116289 0.372477 -2.57 -0.74 1.43 -0.1051
O -2.365034 0.584293 -0.044458 0.50 -0.24 0.07 0.0857
O 1.021828 -1.122498 0.911438 -0.10 -0.70 0.78 -0.3630
O -0.314919 0.538978 -0.335815 1.91 1.20 -2.04 -0.3099
F 1.868623 -0.251997 -1.194332 -1.14 0.80 1.45 -0.3110
S 1.162804 0.134936 0.290690 1.40 -0.32 -1.69 1.0034
```
Positions in Å, forces in eV/Å.

Computed properties:
HOMO   -0.4161 Eh
Largest force on an atom   3.04 eV/A
Energy relative to the best compared isomer or geometry (same formula, charge and spin)   18.1 kJ/mol
Frontier orbital gap   10.83 eV
Net charge   0



[8]
Formula: FNO4S
Source: the Open Molecules 2025 dataset
Level of theory: ωB97M-V/def2-TZVPD

```
7
Properties=species:S:1:pos:R:3:forces:R:3:lowdin_charge:R:1
N 3.494677 -1.654283 0.279435 0.05 -0.39 0.10 0.0533
O -1.957148 -0.301931 -1.234809 0.35 0.95 1.45 -0.0755
O 3.292016 -0.570573 0.007949 -0.09 0.40 -0.09 -0.0215
O -0.132892 -0.254360 0.240891 1.05 -0.86 0.18 -0.1422
O -1.170980 1.884567 -0.380058 -0.27 -1.42 -0.24 -0.1664
F -2.242425 0.425581 1.223668 1.20 -0.33 -2.61 -0.1845
S -1.283248 0.470998 -0.137077 -2.30 1.65 1.21 0.5369
```
Positions in Å, forces in eV/Å.

Computed properties:
HOMO (spin up / spin down)   -0.4997 / -0.3138 Eh
Largest force on an atom   3.08 eV/A
Energy relative to the best compared isomer or geometry (same formula, charge and spin)   164.1 kJ/mol
Frontier orbital gap (spin up / spin down)   13.91 / 3.10 eV
Net charge   0



[9]
Formula: FeH10O9P
Source: the Open Molecules 2025 dataset
Level of theory: ωB97M-V/def2-TZVPD

```
21
Properties=species:S:1:pos:R:3:forces:R:3:lowdin_charge:R:1
Fe -0.291716 -0.151263 0.597036 0.76 0.26 0.15 0.6625
P -0.902386 1.869987 -0.955904 0.41 -0.25 -0.26 -0.0068
O -2.247616 1.991827 -1.649204 -0.84 0.45 0.08 -0.1660
O -0.856086 1.686237 0.570616 -0.91 2.06 1.54 -0.3708
O -0.229526 3.101857 -1.555634 0.02 -0.36 0.32 -0.1839
O -0.308406 0.483697 -1.257364 0.82 -0.95 -2.58 -0.3963
O -0.423166 -0.535343 2.604546 0.20 -0.49 0.92 -0.0212
H 0.373714 -0.677423 3.115466 0.40 -0.06 0.11 0.0873
H -1.030356 -0.120533 3.217316 -0.43 0.32 -0.02 0.0948
O 0.359104 -2.086883 0.058436 0.32 -0.84 0.09 -0.0209
H 0.297964 -2.376933 -0.851714 -0.16 0.23 -0.53 0.0955
H 0.810324 -2.801273 0.508186 0.24 -0.05 0.30 0.0893
O 2.096074 0.251127 -2.211864 1.76 -0.44 -0.04 -0.0645
H 1.204964 0.271347 -1.862934 -1.72 0.25 -0.05 -0.0512
H 2.208044 1.103077 -2.633634 -0.01 0.23 -0.14 0.0530
O 1.918184 0.268057 0.565386 -0.05 -0.29 1.29 -0.0447
H 2.200804 0.259957 -0.349104 0.36 -0.04 -1.23 0.0125
H 2.241504 1.100847 0.909116 -0.06 0.32 0.15 0.0801
O -2.096596 -1.120323 0.352286 -1.04 -0.59 0.02 -0.0294
H -2.472156 -1.828433 0.875506 0.06 -0.28 0.26 0.0846
H -2.852666 -0.689603 -0.046544 -0.12 0.53 -0.41 0.0958
```
Positions in Å, forces in eV/Å.

Computed properties:
HOMO (spin up / spin down)   -0.2942 / -0.2870 Eh
Largest force on an atom   2.87 eV/A
Energy relative to the best compared isomer or geometry (same formula, charge and spin)   0.0 kJ/mol
<S²>   8.7679
Frontier orbital gap (spin up / spin down)   7.33 / 6.78 eV
Net charge   0
Spin multiplicity   6



[10]
Formula: FeH19O10
Source: the Open Molecules 2025 dataset
Level of theory: ωB97M-V/def2-TZVPD

```
30
Properties=species:S:1:pos:R:3:forces:R:3:lowdin_charge:R:1
Fe -1.376770 0.272324 1.299944 1.23 -0.60 -2.71 1.1314
O -0.601136 -0.204133 -0.288926 -1.03 0.30 1.10 -0.2024
H 0.195872 -0.274933 -0.816727 0.47 0.04 0.29 0.0387
O -0.144149 2.729829 -1.602389 -0.12 -0.17 0.33 -0.0134
H -0.166688 1.874710 -2.039547 -0.03 -0.02 -0.29 0.0410
H 0.653161 3.162624 -1.939731 -0.15 0.14 0.18 0.0975
O -3.362256 0.236043 0.563966 -0.30 0.54 0.29 -0.0249
H -3.877741 1.059667 0.590344 0.10 -0.10 -0.15 0.1183
H -4.013638 -0.462333 0.386702 0.26 -0.07 0.07 0.1276
O 0.376533 0.200520 2.230802 0.13 -0.03 1.18 -0.0342
H 1.277261 0.074217 1.855374 0.17 0.40 -0.25 0.0803
H 0.506170 0.231897 3.194672 0.04 0.07 -0.18 0.1371
O 2.953992 -0.836330 -1.544794 -0.40 -0.10 -0.07 -0.0430
H 3.766038 -1.270795 -1.843171 -0.05 0.10 0.07 0.0910
H 2.266420 -1.192574 -2.124440 0.29 -0.03 -0.19 0.0681
O -1.412043 -0.639534 -3.042204 0.25 0.29 0.14 -0.0342
H -1.808688 0.203653 -3.298942 -0.02 -0.21 -0.10 0.0505
H -1.081612 -0.509714 -2.144498 -0.55 -0.08 -0.22 -0.0357
O -1.284372 2.225394 0.846403 -0.48 0.92 -0.09 -0.0545
H -0.980177 2.557645 -0.052179 0.45 -0.52 -0.02 0.0804
H -1.612835 3.025249 1.290815 0.08 -0.26 0.22 0.1320
O 2.893351 0.648361 0.933986 -0.89 -0.61 -0.09 -0.0472
H 2.674133 -0.028183 0.267541 0.67 0.41 -0.14 -0.0039
H 3.825303 0.840363 0.774845 -0.03 0.04 0.21 0.0791
O 1.672508 -2.849780 0.227771 -0.28 0.08 0.29 -0.0474
H 1.780229 -1.952223 -0.095241 0.36 -0.17 -0.15 -0.0396
H 2.572918 -3.191866 0.292878 -0.10 -0.05 0.00 0.0602
O -1.815604 -1.601561 1.936755 -0.37 -0.68 0.43 -0.0231
H -2.130758 -2.297416 1.333651 0.22 0.17 -0.05 0.1341
H -1.745411 -2.031109 2.806332 0.09 0.20 -0.09 0.1364
```
Positions in Å, forces in eV/Å.

Computed properties:
HOMO (spin up / spin down)   -0.6325 / -0.6324 Eh
Largest force on an atom   3.03 eV/A
Energy relative to the best compared isomer or geometry (same formula, charge and spin)   26.0 kJ/mol
<S²>   8.7603
Frontier orbital gap (spin up / spin down)   9.87 / 7.03 eV
Net charge   +2
Spin multiplicity   6



- Number 6 is which compound?
  FNO3Rb



- Among the records above, which one has the lowest largest force on an atom?
  number 4



- Which of these has the highest net charge?
  FeH19O10